(1)
# C4H4O

One molecule with the formula C4H4O at a distorted geometry (the ωB97M-V functional and the def2-TZVPD basis, OMol25).

XYZ file:
```
9
Properties=species:S:1:pos:R:3:mulliken_charge:R:1
C 1.09460 -0.49341 1.40337 0.7003
C -0.43082 0.62625 -0.33711 -0.3001
C -1.63724 -0.23520 -0.62036 -0.3507
C 0.55274 -0.43526 0.19933 -0.7260
O 1.60130 -0.62463 2.41457 -0.2880
H 0.04544 1.14038 -1.09619 0.3089
H -0.84783 1.40585 0.35850 0.2658
H -1.54152 -0.48098 -1.64107 0.1422
H 1.16333 -0.90300 -0.68104 0.2478
```

Calculated values
relative energy (zero: lowest compared OMol25 entry of this formula, charge and spin): 111.6 kcal/mol
net charge: 0
energy: -6254.54013 eV
frontier orbital gap: 8.49 eV
lowest unoccupied orbital energy: -0.0160 Ha
HOMO: -0.328 Ha
spin multiplicity: 1

***

(2)
# C4H4O

One molecule with the formula C4H4O at a distorted geometry (the ωB97M-V functional and the def2-TZVPD basis, OMol25).

XYZ file:
```
9
Properties=species:S:1:pos:R:3:mulliken_charge:R:1
C -2.34063 0.27095 0.12463 -0.1710
C -1.10237 0.33394 -0.12936 -0.3484
C 0.36677 0.67872 -0.12288 0.5676
C 1.24486 -0.55328 0.04863 -0.8476
O 0.73588 1.77693 0.07967 -0.4268
H -3.35812 0.09622 -0.05173 0.3973
H 1.76779 -0.96556 0.96537 0.2813
H 2.17713 -0.44066 -0.65957 0.2286
H 0.50871 -1.19726 -0.25477 0.3189
```

Calculated values
relative energy (zero: lowest compared OMol25 entry of this formula, charge and spin): 62.7 kcal/mol
net charge: 0
energy: -6256.65852 eV
structure (SMILES): C#CC(C)=O
frontier orbital gap: 10.19 eV
lowest unoccupied orbital energy: -0.0026 Ha
HOMO: -0.377 Ha
spin multiplicity: 1

***

(3)
# C4H4O

One molecule with the formula C4H4O (the ωB97M-V functional and the def2-TZVPD basis, OMol25).

XYZ file:
```
9
Properties=species:S:1:pos:R:3:mulliken_charge:R:1
C 2.15862 -0.51069 0.38045 0.3581
C 1.10832 -0.11367 -0.05452 -0.7373
C -0.18359 0.31722 -0.55396 -0.0544
C -1.41593 0.05097 0.18757 -0.3788
O -0.82671 1.33777 0.19848 -0.3948
H 3.07393 -0.89706 0.77501 0.4022
H -0.33783 0.31466 -1.62795 0.2985
H -1.34307 -0.57525 1.07099 0.2637
H -2.34550 0.01348 -0.37935 0.2429
```

Calculated values
relative energy (zero: lowest compared OMol25 entry of this formula, charge and spin): 59.4 kcal/mol
net charge: 0
energy: -6256.80366 eV
structure (SMILES): C#C[C@H]1CO1
frontier orbital gap: 11.13 eV
lowest unoccupied orbital energy: 0.0398 Ha
HOMO: -0.369 Ha
spin multiplicity: 1

***

(4)
# C4H4O

One molecule with the formula C4H4O at a distorted geometry (the ωB97M-V functional and the def2-TZVPD basis, OMol25).

XYZ file:
```
9
Properties=species:S:1:pos:R:3:mulliken_charge:R:1
C -0.10807 0.07186 -1.50575 -0.2690
C -1.17878 -0.23770 -0.78904 -0.2514
C 0.72759 0.13979 1.29083 -0.0722
C -0.21387 0.56611 -0.13863 -0.0132
O 1.37762 -0.92306 0.96205 -0.6194
H 0.40434 -0.06617 -2.38824 0.3942
H -2.03567 -0.84700 -0.77018 0.3684
H 1.22302 1.07972 1.46529 0.2528
H -0.19618 0.21644 1.87368 0.2098
```

Calculated values
relative energy (zero: lowest compared OMol25 entry of this formula, charge and spin): 118.1 kcal/mol
net charge: 0
energy: -6254.25848 eV
frontier orbital gap (spin up / spin down): 8.31 / 8.31 eV
lowest unoccupied orbital energy (spin up / spin down): -0.0110 / -0.0110 Ha
HOMO (spin up / spin down): -0.316 / -0.316 Ha
spin multiplicity: 1

***

(5)
# C4H4O

One molecule with the formula C4H4O at a distorted geometry (the ωB97M-V functional and the def2-TZVPD basis, OMol25).

XYZ file:
```
9
Properties=species:S:1:pos:R:3:mulliken_charge:R:1
C 0.91309 0.19494 -1.10379 -0.5807
C 0.35076 -0.22916 0.13711 -0.0094
C 0.20270 1.05485 -1.74748 0.5967
C -0.87930 0.22136 0.37233 -1.0793
O -0.52603 1.65733 -2.40735 -0.3575
H 1.92889 -0.11069 -1.43783 0.3280
H 0.72006 -1.07334 0.66980 0.4121
H -1.34272 -0.13452 1.25341 0.2866
H -1.29161 0.69875 -0.43391 0.4034
```

Calculated values
relative energy (zero: lowest compared OMol25 entry of this formula, charge and spin): 16.5 kcal/mol
net charge: 0
energy: -6254.60102 eV
frontier orbital gap (spin up / spin down): 5.96 / 8.95 eV
lowest unoccupied orbital energy (spin up / spin down): 0.0293 / -0.0648 Ha
HOMO (spin up / spin down): -0.190 / -0.394 Ha
spin multiplicity: 3
⟨S²⟩: 2.006

***

(6)
# C4H4O2

C4H4O2 as an isolated structure at a distorted geometry (the ωB97M-V functional and the def2-TZVPD basis, OMol25).

XYZ file:
```
10
Properties=species:S:1:pos:R:3:mulliken_charge:R:1
C 1.29994 1.44863 0.33658 -0.5936
C 0.25919 0.66297 0.48871 0.6072
C 0.79873 2.37290 1.59040 0.5889
C -0.58757 -0.44415 0.09400 -0.9652
O 1.23464 3.23461 2.27044 -0.5010
O -0.25027 1.58906 1.92559 -0.4411
H 2.04790 1.54165 -0.36981 0.3924
H -0.73181 -1.18288 0.76339 0.3330
H -0.12647 -0.64373 -0.84254 0.2929
H -1.64273 -0.12453 -0.08023 0.2865
```

Calculated values
relative energy (zero: lowest compared OMol25 entry of this formula, charge and spin): 53.1 kcal/mol
net charge: 0
energy: -8304.77573 eV
frontier orbital gap: 10.97 eV
lowest unoccupied orbital energy: 0.0208 Ha
HOMO: -0.382 Ha
spin multiplicity: 1

***

(7)
# C4H4O2

One molecule with the formula C4H4O2 at a distorted geometry (the ωB97M-V functional and the def2-TZVPD basis, OMol25).

XYZ file:
```
10
Properties=species:S:1:pos:R:3:mulliken_charge:R:1
C 2.37647 -0.40967 -0.33127 0.3611
C 1.24463 -0.05986 -0.10257 -0.5550
C -0.12339 0.31375 0.26129 0.0376
O -0.44563 1.62954 -0.03212 -0.5388
C -1.27038 -0.57253 -0.11779 -0.0631
O -2.36529 -0.06515 -0.21854 -0.5266
H 3.37442 -0.74093 -0.52471 0.4156
H -0.31664 -0.01721 1.31183 0.1274
H -1.39573 1.57179 -0.26048 0.3784
H -1.07846 -1.64974 0.01436 0.3635
```

Calculated values
relative energy (zero: lowest compared OMol25 entry of this formula, charge and spin): 54.4 kcal/mol
net charge: 0
energy: -8304.71818 eV
structure (SMILES): C#C[C@@H](O)C=O
frontier orbital gap: 10.63 eV
lowest unoccupied orbital energy: 0.0206 Ha
HOMO: -0.370 Ha
spin multiplicity: 1

***

(8)
# C4H4O2

One molecule with the formula C4H4O2 at a distorted geometry (the ωB97M-V functional and the def2-TZVPD basis, OMol25).

XYZ file:
```
10
Properties=species:S:1:pos:R:3:mulliken_charge:R:1
O -0.46246 0.60543 1.78066 -0.4285
C -0.30423 -0.13874 0.69194 0.7511
C 0.94836 -0.59068 0.01691 -0.6298
C 0.13004 0.21625 -0.95668 0.1857
O -0.92728 -0.52609 -1.44387 -0.2086
C -1.36480 0.09571 -0.23711 -0.9619
H 1.01932 -1.64260 -0.25871 0.2553
H 1.89063 -0.15517 0.34996 0.2713
H 0.40877 1.15586 -1.41882 0.3492
H -1.33836 0.98004 1.47572 0.4161
```

Calculated values
relative energy (zero: lowest compared OMol25 entry of this formula, charge and spin): 103.5 kcal/mol
net charge: 0
energy: -8302.58706 eV
frontier orbital gap: 9.66 eV
lowest unoccupied orbital energy: 0.0333 Ha
HOMO: -0.322 Ha
spin multiplicity: 1

***

(9)
# C4H4O2

C4H4O2 as an isolated structure (the ωB97M-V functional and the def2-TZVPD basis, OMol25).

XYZ file:
```
10
Properties=species:S:1:pos:R:3:mulliken_charge:R:1
O 2.36385 -1.05286 0.22353 -0.5260
C 1.35472 -0.44037 0.08771 0.5140
O 1.20826 0.94719 0.07786 -0.3477
C -0.17363 0.77553 0.43472 -0.0494
C -0.93662 0.21751 -0.68727 -0.5249
C -0.10511 -0.72822 0.16613 -0.2590
H -0.51595 1.35734 1.28327 0.3497
H -1.99981 0.12066 -0.46573 0.2534
H -0.67924 0.43027 -1.72149 0.2361
H -0.51647 -1.62704 0.60126 0.3539
```

Calculated values
relative energy (zero: lowest compared OMol25 entry of this formula, charge and spin): 27.7 kcal/mol
net charge: 0
energy: -8305.87477 eV
frontier orbital gap: 11.56 eV
lowest unoccupied orbital energy: 0.0331 Ha
HOMO: -0.392 Ha
spin multiplicity: 1

***

(10)
# C4H4O2

One molecule with the formula C4H4O2 at a distorted geometry (the ωB97M-V functional and the def2-TZVPD basis, OMol25).

XYZ file:
```
10
Properties=species:S:1:pos:R:3:mulliken_charge:R:1
O 1.76410 -1.29700 0.67434 -0.4340
C 0.95873 -0.41618 0.13847 0.6636
O 1.19849 0.90260 0.04580 -0.3583
C -0.24292 0.85939 0.33653 -0.1231
C -1.02613 0.38016 -0.78787 -0.2293
C -0.39237 -0.73417 0.02242 -0.7361
H -0.51885 1.28281 1.29359 0.3240
H -2.10607 0.38989 -0.68575 0.2174
H -0.64716 0.58751 -1.78659 0.2195
H 1.01218 -1.95500 0.74905 0.4565
```

Calculated values
relative energy (zero: lowest compared OMol25 entry of this formula, charge and spin): 96.5 kcal/mol
net charge: 0
energy: -8302.89131 eV
frontier orbital gap: 9.68 eV
lowest unoccupied orbital energy: 0.0339 Ha
HOMO: -0.322 Ha
spin multiplicity: 1

***

Q: What is the relative energy (zero: lowest compared OMol25 entry of this formula, charge and spin) in the fourth record?
A: 118.1 kcal/mol

***

What did the seventh record say?
# C4H4O2

One molecule with the formula C4H4O2 at a distorted geometry (the ωB97M-V functional and the def2-TZVPD basis, OMol25).

XYZ file:
```
10
Properties=species:S:1:pos:R:3:mulliken_charge:R:1
C 2.37647 -0.40967 -0.33127 0.3611
C 1.24463 -0.05986 -0.10257 -0.5550
C -0.12339 0.31375 0.26129 0.0376
O -0.44563 1.62954 -0.03212 -0.5388
C -1.27038 -0.57253 -0.11779 -0.0631
O -2.36529 -0.06515 -0.21854 -0.5266
H 3.37442 -0.74093 -0.52471 0.4156
H -0.31664 -0.01721 1.31183 0.1274
H -1.39573 1.57179 -0.26048 0.3784
H -1.07846 -1.64974 0.01436 0.3635
```

Calculated values
relative energy (zero: lowest compared OMol25 entry of this formula, charge and spin): 54.4 kcal/mol
net charge: 0
energy: -8304.71818 eV
structure (SMILES): C#C[C@@H](O)C=O
frontier orbital gap: 10.63 eV
lowest unoccupied orbital energy: 0.0206 Ha
HOMO: -0.370 Ha
spin multiplicity: 1